Entry 1:
Here is a single C3H7N3OS molecule in a non-equilibrium geometry from the Open Molecules 2025 dataset. Energies are from ωB97M-V/def2-TZVPD.

## Properties
* LUMO energy: 0.505 eV
* HOMO level: -8.898 eV
* orbital gap: 9.4035 eV
* structure (SMILES): [H]/N=C(\NC=O)N(C)S
* spin multiplicity: 1
* relative energy (zero: lowest compared OMol25 entry of this formula, charge and spin): 65.30 kcal/mol
* total energy: -20575.35224 eV

Element x y z (Å)
S: -2.312 -1.182 -0.634
O: 2.800 -1.136 -0.169
N: -1.136 0.027 -0.559
N: 0.441 -1.475 0.618
N: 1.138 0.397 -0.686
C: 0.132 -0.457 -0.146
C: 2.453 0.023 -0.567
C: -1.680 1.121 0.432
H: -2.089 0.722 1.366
H: -1.651 -2.045 0.456
H: -2.663 1.429 -0.041
H: -0.900 1.901 0.700
H: 1.441 -1.547 0.868
H: 3.202 0.805 -0.726
H: 0.825 1.417 -0.912

Entry 2:
Here is a molecular structure, C4H8NOS in a non-equilibrium geometry from the Open Molecules 2025 dataset. Energies are from ωB97M-V/def2-TZVPD.

## Properties
* net charge: +1
* LUMO energy: -4.605 eV
* HOMO level: -13.047 eV
* orbital gap: 8.4427 eV
* spin multiplicity: 1
* relative energy (zero: lowest compared OMol25 entry of this formula, charge and spin): 49.61 kcal/mol
* total energy: -18641.09639 eV

Element x y z (Å)
S: -1.125 1.484 0.975
O: -1.440 -1.316 -0.163
N: 0.826 -0.647 0.200
C: -0.553 -0.289 -0.375
C: 1.142 0.158 1.413
C: -0.440 0.237 -1.822
C: 0.221 1.017 1.925
H: 2.014 -0.005 2.012
H: 1.528 -0.789 -0.481
H: -0.866 -0.300 -2.693
H: -2.139 -1.136 -0.722
H: -0.757 1.314 -1.722
H: 0.520 -1.635 0.520
H: 0.658 0.411 -1.959
H: 0.412 1.496 2.893

Entry 3:
Here is a molecular structure, C18H20B2Br10F18O17P3VZr in a non-equilibrium geometry from the Open Molecules 2025 dataset. Energies are from ωB97M-V/def2-TZVPD.

## Properties
* LUMO energy (alpha / beta): -5.614 / -5.047 eV
* HOMO level (alpha / beta): -9.140 / -9.585 eV
* orbital gap (alpha / beta): 3.5265 / 4.5377 eV
* spin multiplicity: 3
* total energy: -859347.33169 eV

Element x y z (Å)
Zr: -1.738 0.412 1.971
Br: 2.648 3.052 1.498
Br: 5.274 -4.071 1.396
Br: 4.708 -3.664 -3.242
Br: 1.986 -2.123 3.206
Br: -2.094 -5.771 -2.092
Br: 0.008 -2.931 -4.363
Br: 3.817 2.002 -1.929
Br: 5.005 -2.363 6.725
Br: -4.561 -1.877 -1.084
Br: 1.994 -6.358 -1.766
V: 1.370 2.080 -3.127
P: -0.078 1.339 4.373
P: 1.057 -0.651 -0.408
P: -2.119 -2.623 2.165
F: -0.720 1.803 5.801
F: -1.303 -3.574 1.090
F: 0.954 0.230 4.906
F: -0.134 -0.111 0.593
F: 0.891 0.847 -1.053
F: 1.991 -0.022 0.752
F: -0.034 -1.093 -1.526
F: 0.242 0.884 2.880
F: -1.324 2.156 3.601
F: -1.724 -3.534 3.456
F: 1.078 -2.015 0.463
F: -2.372 -1.511 1.011
F: -0.801 -1.671 2.354
F: 2.332 -0.931 -1.369
F: -2.724 -1.429 3.087
F: -1.094 0.136 4.028
F: 1.013 2.583 4.410
F: -3.550 -3.270 1.822
O: -5.563 2.021 -3.373
O: -6.122 5.491 -2.667
O: 1.290 0.570 -3.602
O: -0.769 2.462 0.936
O: -2.107 0.762 -0.447
O: -2.048 9.097 0.696
O: -1.170 6.958 0.678
O: -4.330 7.739 -0.767
O: -1.711 4.516 0.839
O: -0.625 5.358 -1.116
O: -7.473 3.155 -3.986
O: 0.650 3.469 -1.512
O: -3.022 2.354 -3.398
O: -4.545 3.874 -2.306
O: -4.072 1.570 -1.441
O: -2.857 6.007 -0.750
O: -0.935 1.722 -2.910
C: -0.155 4.149 -0.921
C: -3.266 7.202 -0.352
C: 2.975 -1.825 4.947
C: -2.730 1.299 -1.433
C: -6.299 3.111 -3.506
C: 3.852 -2.997 5.238
C: -3.151 -2.952 -1.882
C: 4.501 2.923 0.788
C: -2.152 1.812 -2.715
C: -5.634 4.341 -2.800
C: -0.906 3.599 0.366
C: -2.079 7.888 0.445
C: -3.434 -4.444 -1.375
C: 4.711 1.693 -0.258
C: 0.795 -3.884 -2.794
C: 4.560 -3.616 -0.409
C: 1.221 -5.297 -3.264
C: 5.219 -4.445 -1.478
B: -4.325 2.427 -2.616
B: -1.578 5.691 -0.018
H: 4.350 0.750 0.152
H: 1.940 -5.243 -4.080
H: 6.308 -4.465 -1.461
H: -3.127 -2.796 -2.960
H: 1.568 -3.224 -2.399
H: 3.253 -3.827 5.612
H: 0.353 -5.877 -3.578
H: 4.649 -2.545 -0.592
H: 4.870 -5.478 -1.492
H: 3.523 -3.953 -0.404
H: -0.019 -3.827 -2.071
H: -2.228 -2.532 -1.482
H: 5.205 2.792 1.610
H: -3.485 -4.539 -0.290
H: 4.351 -3.188 4.288
H: 5.763 1.562 -0.511
H: 3.550 -0.901 4.882
H: -4.424 -4.724 -1.737
H: 2.222 -1.627 5.709
H: 4.665 3.905 0.344

Entry 4:
Here is 2 unconnected molecules or ions with the total composition C6H10O2S in a non-equilibrium geometry from the Open Molecules 2025 dataset. Energies are from ωB97M-V/def2-TZVPD.

## Properties
* LUMO energy: 0.016 eV
* HOMO level: -8.737 eV
* orbital gap: 8.7527 eV
* spin multiplicity: 1
* relative energy (zero: lowest compared OMol25 entry of this formula, charge and spin): 49.25 kcal/mol
* total energy: -21311.35747 eV

Element x y z (Å)
S: -0.857 0.347 -1.293
O: -0.030 0.965 -2.332
O: 2.562 -1.304 -0.217
C: -0.529 0.812 0.300
C: 1.643 -1.753 -0.763
C: 0.701 -2.417 -1.332
C: -0.501 -2.988 -0.614
C: 0.298 1.938 0.731
C: -0.451 2.923 1.688
H: -1.193 3.401 1.098
H: -1.229 -3.332 -1.314
H: 1.229 1.608 1.241
H: 0.918 -2.585 -2.407
H: -1.217 0.178 0.999
H: -0.197 -3.807 0.094
H: -0.974 -2.273 -0.069
H: 0.218 3.625 2.060
H: -0.949 2.327 2.395
H: 0.558 2.336 -0.265

Entry 5:
Here is 2 unconnected molecules or ions with the total composition C31H26ClNO3 in a non-equilibrium geometry from the Open Molecules 2025 dataset. Energies are from ωB97M-V/def2-TZVPD.

## Properties
* LUMO energy: -3.186 eV
* HOMO level: -5.318 eV
* orbital gap: 2.1315 eV
* spin multiplicity: 1
* total energy: -52720.39321 eV

Element x y z (Å)
Cl: -2.056 -0.321 9.635
O: 3.298 -0.204 2.614
O: 2.933 1.093 0.765
O: -5.739 -0.041 -1.661
N: 1.002 0.965 3.689
C: -0.169 1.207 4.190
C: 3.961 0.321 0.117
C: 1.876 -0.328 -3.405
C: 2.544 -3.448 -1.350
C: 1.309 -3.477 -0.678
C: 1.461 1.324 2.540
C: -0.115 0.107 7.797
C: -1.586 -0.161 -2.082
C: 4.257 0.944 -1.220
C: 2.828 0.090 -4.324
C: -2.395 0.348 -3.128
C: 0.619 0.355 -3.269
C: -2.425 0.413 7.067
C: 2.658 0.647 2.021
C: 1.357 1.937 -4.925
C: -1.971 0.776 5.805
C: 2.561 1.229 -5.091
C: -4.390 0.019 -1.806
C: -1.493 0.094 8.071
C: -0.585 0.806 5.516
C: -2.218 -0.522 -0.863
C: 0.341 0.443 6.515
C: 0.329 -2.505 -0.909
C: -3.587 -0.426 -0.721
C: 1.875 -1.454 -2.487
C: 2.832 -2.432 -2.268
C: -6.570 0.257 -2.807
C: -3.767 0.447 -3.001
C: 0.609 -1.467 -1.798
C: 0.383 1.512 -4.013
C: -0.186 -0.368 -2.306
H: 3.352 1.171 -1.787
H: 1.102 -4.281 0.030
H: 0.583 -0.141 8.592
H: -1.942 0.622 -4.078
H: 1.174 2.832 -5.523
H: 3.294 1.574 -5.821
H: -6.349 -0.405 -3.656
H: 3.598 -0.714 0.005
H: -0.535 2.079 -3.865
H: 4.810 1.877 -1.089
H: 3.773 -2.387 -2.815
H: -0.948 1.682 3.567
H: -0.636 -2.551 -0.411
H: 1.050 2.112 1.894
H: -2.675 1.040 5.012
H: 3.750 -0.479 -4.430
H: 1.408 0.454 6.285
H: 4.869 0.256 -1.805
H: -7.580 0.072 -2.438
H: 4.861 0.316 0.748
H: -6.464 1.305 -3.120
H: -1.611 -0.859 -0.025
H: -3.488 0.377 7.287
H: -4.371 0.815 -3.830
H: -4.083 -0.712 0.202
H: 3.279 -4.231 -1.161